[1]
C24H66AsF6N6O6 | ωB97M-V/def2-TZVPD

```
109
Properties=species:S:1:pos:R:3:lowdin_charge:R:1
As -19.238 -10.537 17.392 0.90
F -19.659 -8.870 17.590 -0.25
F -19.517 -10.793 19.159 -0.28
F -18.686 -12.202 17.250 -0.27
F -18.837 -10.326 15.640 -0.29
F -17.555 -10.076 17.800 -0.29
F -20.910 -11.109 16.907 -0.29
C -20.150 -13.883 15.026 -0.08
C -19.438 -13.644 13.661 -0.37
C -20.369 -13.051 12.612 -0.22
O -19.895 -13.093 11.309 -0.16
C -20.752 -12.694 10.291 -0.13
N -18.228 -12.862 14.062 0.05
H -20.319 -12.995 15.639 0.04
H -19.628 -14.625 15.628 0.08
H -21.153 -14.258 14.803 0.07
H -19.189 -14.658 13.342 0.13
H -20.625 -12.005 12.807 0.13
H -21.308 -13.611 12.669 0.11
H -21.789 -12.867 10.591 0.06
H -20.755 -13.205 9.325 0.08
H -20.625 -11.656 9.975 0.09
H -18.511 -11.890 13.979 0.04
H -18.364 -12.844 15.066 0.01
C -23.027 -9.120 22.165 -0.08
C -22.774 -9.230 20.667 -0.40
C -23.467 -8.254 19.729 -0.20
O -24.865 -8.500 19.651 -0.19
C -25.598 -7.792 18.654 -0.11
N -21.277 -9.105 20.586 0.03
H -24.019 -8.696 22.349 0.07
H -22.457 -8.350 22.683 0.07
H -22.994 -10.138 22.551 0.07
H -23.108 -10.236 20.404 0.13
H -23.053 -8.338 18.722 0.12
H -23.308 -7.215 20.033 0.13
H -26.631 -8.113 18.530 0.08
H -25.089 -7.752 17.689 0.07
H -25.662 -6.747 18.972 0.08
H -20.910 -8.906 19.665 0.03
H -20.801 -9.949 20.872 0.05
C -18.308 -15.547 20.960 -0.06
C -18.801 -16.242 19.635 -0.40
C -19.735 -15.370 18.820 -0.18
O -20.755 -14.787 19.659 -0.22
C -21.571 -13.781 19.050 -0.08
N -17.583 -16.624 18.916 0.04
H -17.535 -16.124 21.469 0.07
H -19.115 -15.224 21.616 0.07
H -17.789 -14.608 20.752 0.07
H -19.319 -17.142 19.974 0.13
H -20.339 -15.921 18.094 0.12
H -19.201 -14.597 18.264 0.11
H -21.183 -12.825 19.408 0.07
H -22.531 -13.975 19.527 0.08
H -21.509 -13.731 17.962 0.08
H -16.841 -16.400 19.566 0.04
H -17.570 -17.633 19.004 0.06
C -16.505 -3.079 13.588 -0.08
C -17.369 -4.203 14.145 -0.45
C -17.663 -4.006 15.636 -0.24
O -18.449 -4.969 16.296 -0.17
C -17.705 -6.180 16.451 -0.10
N -18.602 -4.154 13.342 0.04
H -15.451 -3.023 13.860 0.07
H -16.950 -2.182 14.028 0.07
H -16.610 -3.027 12.506 0.08
H -16.840 -5.156 14.086 0.12
H -18.338 -3.147 15.687 0.12
H -16.798 -3.813 16.276 0.13
H -17.296 -6.349 17.448 0.09
H -16.927 -6.373 15.711 0.08
H -18.311 -7.063 16.238 0.08
H -19.175 -4.711 13.970 0.07
H -18.973 -3.216 13.442 0.07
C -16.051 -13.515 18.354 -0.07
C -14.786 -12.607 18.300 -0.42
C -13.568 -13.544 17.951 -0.24
O -13.474 -14.653 18.780 -0.19
C -13.202 -15.815 17.970 -0.09
N -15.023 -11.558 17.376 0.04
H -16.841 -12.994 18.897 0.06
H -15.943 -14.317 19.087 0.04
H -16.330 -13.854 17.358 0.08
H -14.593 -12.155 19.274 0.13
H -12.668 -12.924 17.989 0.12
H -13.706 -13.786 16.894 0.11
H -12.873 -16.645 18.592 0.08
H -12.528 -15.621 17.134 0.08
H -14.149 -16.046 17.475 0.09
H -15.838 -11.005 17.607 0.04
H -15.002 -11.735 16.382 0.08
C -23.784 -10.004 15.610 -0.07
C -23.680 -10.210 14.135 -0.45
C -24.089 -11.594 13.615 -0.19
O -23.658 -11.608 12.266 -0.21
C -24.460 -12.311 11.284 -0.10
N -24.326 -9.120 13.374 0.04
H -24.770 -10.333 15.960 0.08
H -23.574 -9.000 15.970 0.08
H -23.350 -10.877 16.103 0.07
H -22.609 -10.116 13.936 0.13
H -25.178 -11.668 13.648 0.12
H -23.595 -12.422 14.126 0.12
H -25.524 -12.059 11.319 0.08
H -24.483 -13.402 11.252 0.08
H -24.199 -11.916 10.302 0.08
H -23.665 -8.967 12.622 0.06
H -24.308 -8.232 13.858 0.06
```

total energy: -4568.9452 Eh
energy relative to the best compared isomer or geometry (same formula, charge and spin): 82.5 kcal per mole
gap between HOMO and LUMO: 0.3095 hartree
E_LUMO: 2.51 eV
E_HOMO: -5.91 eV
charge: -1

[2]
C18H35F5IN4O12P2S | ωB97M-V/def2-TZVPD

```
78
Properties=species:S:1:pos:R:3:lowdin_charge:R:1
C -1.155 -0.104 -2.644 -0.04
C -0.167 -1.028 -1.658 -0.29
O -0.264 -2.346 -1.838 -0.02
N 0.764 -0.291 -0.733 -0.16
C 2.147 -0.478 -1.307 -0.16
C 0.645 -0.687 0.714 -0.65
I 2.312 0.458 1.642 1.15
N 0.408 -2.109 1.130 -0.12
S 1.671 -3.018 1.900 0.86
O 1.259 -4.538 1.756 -0.31
O 3.071 -2.923 1.225 -0.31
C 1.855 -2.736 3.753 -0.23
F 1.141 -3.873 4.445 0.01
F 1.220 -1.499 4.258 -0.02
C 3.400 -2.781 4.300 -0.17
F 4.219 -1.632 3.832 0.03
F 3.313 -2.664 5.801 0.05
F 3.950 -4.115 3.960 0.07
C -1.032 -2.377 1.500 -0.12
N -1.708 -3.526 1.172 0.12
C -3.145 -3.703 1.613 -0.08
C -3.739 -4.984 0.729 -0.06
O -3.021 -6.121 0.600 -0.03
N -1.441 -1.124 2.243 0.07
C -0.642 0.000 1.530 -0.66
P -1.884 1.075 0.562 0.94
O -1.128 2.376 -0.313 -0.33
O -3.207 1.618 1.567 -0.31
P -0.220 1.162 3.025 0.79
O -0.220 2.839 2.553 -0.36
O -1.422 0.920 4.295 -0.33
H -0.942 1.044 -2.552 0.07
H -1.017 -0.377 -3.791 0.11
H -2.287 -0.311 -2.357 0.09
H 2.790 -1.321 -0.811 0.09
H 2.779 0.531 -1.389 0.10
H 1.991 -0.818 -2.441 0.13
H -1.171 -4.239 0.590 0.19
H -3.136 -3.902 2.769 0.16
H -3.732 -2.697 1.380 0.15
H -4.797 -4.824 0.254 0.15
H -2.490 -0.930 2.292 0.12
H -1.829 2.838 -0.884 0.10
H -3.247 1.109 2.438 0.05
H 0.625 3.068 2.041 0.07
H -1.124 1.556 5.029 0.09
C -0.080 -4.153 -4.743 -0.11
O 0.221 -3.081 -5.629 -0.21
C 0.832 -3.537 -6.840 -0.19
C -0.165 -3.525 -8.002 -0.19
O -1.170 -4.528 -7.831 -0.19
C -2.412 -3.979 -7.405 -0.11
H -0.679 -3.757 -3.917 0.07
H -0.654 -4.940 -5.240 0.09
H 0.846 -4.568 -4.333 0.09
H 1.272 -4.533 -6.708 0.13
H 1.644 -2.838 -7.066 0.12
H 0.370 -3.767 -8.925 0.12
H -0.615 -2.532 -8.123 0.12
H -2.863 -3.405 -8.219 0.09
H -2.289 -3.342 -6.525 0.08
H -3.081 -4.804 -7.146 0.09
C 3.016 6.898 3.987 -0.11
O 2.028 6.170 3.268 -0.21
C 0.746 6.229 3.902 -0.20
C -0.188 7.198 3.171 -0.19
O 0.241 8.553 3.336 -0.19
C 0.879 9.061 2.169 -0.11
H 3.923 6.941 3.376 0.09
H 2.692 7.921 4.197 0.09
H 3.252 6.382 4.922 0.09
H 0.842 6.498 4.960 0.13
H 0.319 5.222 3.847 0.10
H -1.186 7.126 3.615 0.12
H -0.272 6.938 2.109 0.12
H 0.142 9.199 1.373 0.09
H 1.678 8.398 1.827 0.08
H 1.315 10.034 2.413 0.09
```

total energy: -3705.8878 Eh
gap between HOMO and LUMO: 0.1955 hartree
E_LUMO: -5.29 eV
E_HOMO: -10.61 eV
charge: +1